Entry 1:
Entry from OMol25: a single C19H23N3O7S2 molecule in a non-equilibrium geometry (wB97M-V/def2-TZVPD).

Summary:
SMILES = CN(CCO)S(=O)(=O)c1ccc2c(c1)C(=NO)c1cc(S(=O)(=O)N(C)CCO)ccc1-2
largest force on an atom = 1.2 eV/Å
orbital gap = 0.3066 hartree
energy relative to the best compared isomer or geometry (same formula, charge and spin) = 0.0 kcal per mole

The geometry in XYZ format:
```
54
Properties=species:S:1:pos:R:3:forces:R:3
C 3.43368 3.24735 2.52495 -0.3 0.3 -0.1
N 3.90555 2.05251 3.18931 -0.9 -0.6 0.5
S 2.72805 1.38551 4.18547 0.1 -0.1 -0.8
O 2.15497 2.39632 5.04300 -0.3 0.1 -0.2
O 3.27770 0.21787 4.79745 0.2 -0.2 -0.1
C 1.50431 0.89199 2.97729 0.3 0.2 0.3
C 0.23985 1.45171 3.01034 -0.1 0.1 0.1
C -0.72201 1.06173 2.08680 0.1 -0.1 -0.1
C -0.37963 0.10901 1.14328 0.6 0.1 0.4
C 0.91562 -0.45291 1.12334 -0.1 0.5 0.5
C 1.86833 -0.06697 2.04541 -0.1 -0.1 -0.2
H 2.85920 -0.48825 2.05978 0.2 -0.1 -0.1
C 0.99067 -1.42578 0.03028 0.2 -0.7 -0.7
N 2.05859 -2.07757 -0.21232 0.8 0.1 0.5
O 2.04027 -2.96658 -1.25968 -0.5 0.2 -0.1
H 2.92324 -3.36718 -1.26093 -0.3 0.3 0.2
C -0.33242 -1.42482 -0.60654 -0.5 0.1 -0.1
C -0.82182 -2.15317 -1.67537 0.1 -0.1 -0.1
C -2.13794 -1.93464 -2.05047 0.0 -0.3 -0.4
C -2.95776 -1.02845 -1.40162 -0.1 0.2 0.2
C -2.46713 -0.29618 -0.32734 0.1 -0.1 -0.1
C -1.15648 -0.49648 0.06797 0.1 -0.4 -0.5
H -3.10105 0.41005 0.18565 -0.1 0.1 0.0
H -3.97465 -0.90527 -1.74170 -0.1 0.1 0.0
S -2.81381 -2.85966 -3.42449 0.1 0.6 -0.2
O -1.76589 -3.62540 -4.03564 0.1 0.2 0.1
O -3.99322 -3.56450 -2.99513 -0.2 0.1 0.1
N -3.32164 -1.61407 -4.42576 0.3 -0.8 0.7
C -2.24664 -0.99898 -5.16275 0.4 0.1 -0.2
H -1.92377 -1.61055 -6.01215 0.0 0.1 0.0
H -2.56263 -0.01744 -5.51508 0.0 0.0 0.1
H -1.40500 -0.88018 -4.48279 0.2 0.2 -0.1
C -4.58831 -1.81769 -5.10630 -0.7 -0.1 0.4
H -4.81377 -2.88886 -5.12756 -0.1 0.1 -0.2
C -5.70962 -1.08750 -4.35796 -0.1 0.0 -0.5
O -5.75759 -1.42343 -2.99631 0.0 -0.3 0.3
H -5.43875 -2.33698 -2.89396 -0.2 0.2 0.0
H -5.55306 -0.00494 -4.40547 0.0 -0.1 -0.1
H -6.66841 -1.32497 -4.84433 0.1 0.1 0.0
H -4.52554 -1.45440 -6.13396 0.1 0.0 0.0
H -0.22517 -2.87201 -2.21321 0.1 0.0 0.0
H -1.71126 1.49124 2.11056 -0.1 0.1 0.0
H 0.02691 2.18754 3.76995 -0.1 0.1 0.0
C 5.22972 2.10600 3.78356 0.4 0.0 0.6
H 5.95429 2.23505 2.97413 -0.1 0.0 0.0
C 5.43064 3.20861 4.83610 0.2 0.0 -0.4
O 4.77886 2.96295 6.04948 -0.2 -0.2 0.3
H 3.82786 2.84326 5.89898 0.1 0.2 0.1
H 6.49566 3.26217 5.07999 -0.1 0.0 -0.2
H 5.12658 4.17977 4.41602 0.1 0.0 0.0
H 5.38157 1.13345 4.25479 0.3 0.1 0.0
H 3.07580 4.00302 3.23153 0.1 0.1 -0.1
H 4.23891 3.66273 1.92189 0.0 0.0 0.0
H 2.60815 2.96598 1.87151 0.0 0.2 -0.1
```
Forces are in eV/Å.

List of Löwdin charges in e, atom by atom: C -0.093; N -0.284; S 0.688; O -0.291; O -0.257; C -0.271; C -0.038; C 0.017; C -0.096; C -0.081; C 0.028; H 0.129; C -0.174; N 0.080; O -0.013; H 0.110; C -0.067; C 0.029; C -0.250; C -0.021; C 0.024; C -0.095; H 0.119; H 0.103; S 0.698; O -0.270; O -0.283; N -0.294; C -0.089; H 0.095; H 0.097; H 0.085; C -0.184; H 0.122; C -0.243; O -0.088; H 0.052; H 0.120; H 0.118; H 0.129; H 0.112; H 0.117; H 0.115; C -0.188; H 0.127; C -0.255; O -0.058; H 0.040; H 0.123; H 0.112; H 0.118; H 0.091; H 0.100; H 0.085

Entry 2:
Entry from OMol25: a single C19H23N3OS molecule in a non-equilibrium geometry (wB97M-V/def2-TZVPD).

Summary:
SMILES = OC[C@H]1CCCN(C(=S)Nc2ccc(Nc3ccccc3)cc2)C1
largest force on an atom = 4.3 eV/Å
orbital gap = 0.2998 hartree
energy relative to the best compared isomer or geometry (same formula, charge and spin) = 86.9 kcal per mole

The geometry in XYZ format:
```
47
Properties=species:S:1:pos:R:3:forces:R:3
S 4.36466 -0.49934 -1.39935 -0.3 0.4 -0.1
O 2.26390 -3.93530 2.13336 -2.1 1.3 -2.2
C 2.96957 -0.07717 -0.53345 2.8 -0.4 2.7
C -6.61439 0.83355 -3.04115 -1.3 -1.6 -2.4
C -6.86759 1.21244 -1.73108 0.3 0.7 -0.2
C -5.32645 0.63687 -3.58773 -0.2 1.3 0.7
C 0.33955 1.50886 -0.42108 -2.3 1.1 -0.4
C -0.60410 -0.41385 -1.64832 1.1 1.2 1.6
C -5.77826 1.57550 -0.96772 0.8 -0.8 0.5
C -4.22384 1.14020 -2.81399 -1.2 -0.8 -2.3
C -0.97949 2.02151 -0.25823 -1.0 -2.2 -1.3
C -1.82681 0.19892 -1.56561 -2.4 -1.1 -0.8
C 0.48362 0.31079 -1.04723 0.8 -2.1 -0.4
C -4.45961 1.44380 -1.47856 -2.4 0.8 -1.3
C -2.14840 1.36568 -0.84176 3.3 0.9 0.8
N 1.80639 -0.27819 -1.13791 -1.7 0.1 -3.4
N -3.44308 1.85907 -0.70480 2.3 1.7 2.3
N 3.11461 0.26031 0.85906 -1.2 -1.1 -1.3
C 2.30439 -2.61954 1.54249 1.1 0.7 0.3
C 4.46062 0.39352 1.44583 -2.1 2.5 2.9
C 2.10764 -0.17375 1.86596 0.2 -0.6 0.3
C 4.98529 -0.73757 2.28859 -2.4 -1.6 -0.7
C 3.89457 -1.48561 3.09522 0.5 -0.3 1.2
C 2.46439 -1.47828 2.59289 1.1 -1.1 -1.7
H 3.00151 -4.03934 2.67205 2.1 -0.3 1.4
H -7.51263 0.64464 -3.74773 1.6 0.1 1.4
H -7.89275 1.27992 -1.35289 0.5 0.1 -0.2
H -5.24507 0.23084 -4.63493 0.1 0.8 1.3
H 1.18724 2.16257 -0.24630 0.0 -0.4 0.6
H -0.55916 -1.44628 -2.03011 0.4 0.8 0.0
H -5.86487 1.92415 0.06875 -0.1 -0.2 -0.4
H -3.28192 1.40342 -3.36992 -0.8 -0.8 1.1
H -1.10345 2.82482 0.39892 -0.3 1.5 0.6
H -2.67253 -0.33570 -2.08148 1.0 0.5 0.8
H 1.99784 -0.48099 -2.17362 -0.1 0.0 2.2
H -3.60564 2.68197 -0.07309 0.5 -1.5 -1.0
H 1.39184 -2.42750 0.98697 -0.3 -0.6 0.0
H 3.17284 -2.42997 0.81466 -1.0 -0.9 0.7
H 5.16798 0.46945 0.75083 2.2 0.5 -3.4
H 4.54682 1.41528 1.93306 -0.6 -1.1 0.0
H 1.94035 0.58700 2.58531 0.3 1.2 0.8
H 1.11026 -0.36511 1.52656 -0.4 0.2 -1.2
H 5.73887 -0.44427 2.97930 0.9 0.3 0.1
H 5.32391 -1.38554 1.46701 0.5 -0.5 0.8
H 3.75846 -1.10549 4.11268 0.8 0.4 0.0
H 4.22686 -2.53426 3.27986 -0.1 0.5 -0.2
H 1.88611 -1.69205 3.48864 -0.8 0.3 -0.3
```
Forces are in eV/Å.

List of Löwdin charges in e, atom by atom: S 0.618; O -0.033; C -0.782; C -0.132; C -0.108; C -0.065; C -0.044; C -0.002; C -0.027; C -0.054; C 0.016; C -0.066; C -0.255; C -0.312; C -0.206; N 0.025; N 0.059; N -0.062; C -0.194; C -0.235; C -0.120; C -0.143; C -0.166; C -0.287; H 0.027; H 0.124; H 0.108; H 0.114; H 0.125; H 0.126; H 0.113; H 0.139; H 0.077; H 0.117; H 0.141; H 0.180; H 0.109; H 0.133; H 0.004; H 0.143; H 0.112; H 0.104; H 0.106; H 0.106; H 0.110; H 0.114; H 0.143

Number 1: total energy -2225.0600 Eh. Number 2: total energy -1375.4061 Eh.